Entry 1:
Here is one molecule with the formula C5H14O2SSi from the OMol25 dataset. Energies are from ωB97M-V/def2-TZVPD.

The LUMO energy (spin up / spin down) comes out at 0.64 / -4.11 eV. As for the expectation value of S²: 2.006. As for the spin multiplicity: 3. Its HOMO energy (spin up / spin down) is -0.123 / -0.346 Eh. As for the max |F|: 4.37 eV/A. The relative energy (zero: lowest compared OMol25 entry of this formula, charge and spin) comes out at 27.8 kcal/mol.

Last column: Löwdin spin population.
Positions of all 23 atoms, in Å:
C -2.8858 1.2762 0.4058  0.02
C 2.1075 -0.9229 1.7316  0.00
C 1.9415 0.9912 -1.4799  0.02
C -1.3171 1.0915 0.2151  0.11
C 0.8597 -0.9773 -0.3779  0.07
O 1.0423 -0.4920 0.9054  0.03
O 1.8318 -0.3964 -1.3362  0.04
Si -0.9082 -0.5911 -0.8169  0.36
S -2.3390 -2.0816 -0.2395  1.14
H -3.4748 0.8416 -0.5013  0.00
H -3.3023 0.7974 1.2616  0.01
H -3.0377 2.3073 0.4470  0.00
H 2.4385 -0.1782 2.5140  0.00
H 2.9805 -1.2893 1.0287  0.00
H 1.7688 -1.7062 2.3797  0.00
H 2.2892 1.4450 -0.5689  0.00
H 0.8285 1.4848 -1.6413  0.01
H 2.6004 1.0641 -2.2802  0.00
H -0.7825 0.9543 1.1720  0.01
H -0.9226 2.0280 -0.3272  0.01
H 1.2493 -2.1118 -0.4067  0.01
H -1.3313 -0.4296 -2.2290  0.06
H -1.6364 -3.1048 0.1440  0.09

Cartesian forces (eV/Å) of the 2 atoms listed first:
C 0.9567 -1.8825 -2.4634
C 1.9708 -0.4701 -1.1302

Entry 2:
Here is C7H10 as an isolated structure from the OMol25 dataset. Energies are from ωB97M-V/def2-TZVPD.

The LUMO energy (spin up / spin down) comes out at 0.30 / 0.33 eV. As for the spin multiplicity: 1. Its HOMO energy (spin up / spin down) is -0.289 / -0.292 Eh. As for the max |F|: 0.66 eV/A. The relative energy (zero: lowest compared OMol25 entry of this formula, charge and spin) comes out at 151.1 kcal/mol.

Last column: Löwdin charge in e.
Positions of all 17 atoms, in Å:
C -0.2353 -0.2273 -1.4357  -0.09
C -0.7242 -0.7455 -0.0473  -0.15
C 0.4344 -0.9019 0.6674  -0.06
C 0.7664 0.5507 0.8908  -0.18
C -0.4761 1.0789 1.6146  -0.11
C -1.1713 0.6877 0.3229  -0.23
C 0.0758 1.0201 -0.5396  -0.14
H 0.5669 -0.7578 -1.9490  0.07
H -1.0369 0.0252 -2.1430  0.10
H 0.6541 -2.9437 -1.2901  0.07
H 1.3247 -2.6786 -1.1144  0.05
H 1.1827 -1.6648 0.4946  0.05
H 1.7855 0.8220 1.1768  0.13
H -0.7508 0.5533 2.5353  0.11
H -0.4527 2.1602 1.7674  0.11
H -2.1731 0.9989 0.0176  0.14
H 0.2301 2.0226 -0.9683  0.13

Cartesian forces (eV/Å) of the 2 atoms listed first:
C 0.1463 0.0475 -0.1976
C -0.4765 -0.0503 -0.2340

Entry 3:
Here is an isolated ion of composition C3H7N2S2 and charge +1 from the OMol25 dataset. Energies are from ωB97M-V/def2-TZVPD.

The LUMO energy comes out at -5.06 eV. Its SMILES is C[N+](CN)=C1SS1. Its charge is +1. As for the spin multiplicity: 1. Its HOMO energy is -0.500 Eh. As for the max |F|: 4.21 eV/A. The relative energy (zero: lowest compared OMol25 entry of this formula, charge and spin) comes out at 58.2 kcal/mol.

Last column: Löwdin charge in e.
Positions of all 14 atoms, in Å:
C -0.4884 1.7670 0.0728  -0.05
N 0.0918 0.4766 -0.0384  -0.16
C -0.8157 -0.7005 0.1116  -0.18
N -0.0473 -1.8953 -0.1168  -0.07
C 1.4159 0.1831 0.0290  -1.03
S 2.9870 0.8758 -0.0668  0.75
S 2.2458 -1.2399 -0.1132  0.84
H 0.1098 2.5968 -0.0868  0.07
H -1.0243 2.0198 1.0881  0.15
H -1.2880 1.9647 -0.6957  0.12
H -1.2858 -0.6205 1.0964  0.14
H -1.6954 -0.6001 -0.7891  0.21
H 0.1103 -2.2102 -1.0460  0.08
H -0.3156 -2.6172 0.5550  0.13

Cartesian forces (eV/Å) of the 2 atoms listed first:
C -3.8335 1.2918 1.1750
N 3.3345 -1.4973 0.7618

Entry 4:
Here is one molecule with the formula C13H14O2 from the OMol25 dataset. Energies are from ωB97M-V/def2-TZVPD.

The LUMO energy (spin up / spin down) comes out at -0.98 / -0.65 eV. As for the spin multiplicity: 1. Its HOMO energy (spin up / spin down) is -0.258 / -0.293 Eh. As for the max |F|: 5.76 eV/A. The relative energy (zero: lowest compared OMol25 entry of this formula, charge and spin) comes out at 132.8 kcal/mol.

Last column: Löwdin charge in e.
Positions of all 29 atoms, in Å:
C 3.9527 0.9010 0.2353  -0.07
C 3.2219 0.6844 1.4311  -0.08
C 3.4500 0.2602 -0.8844  -0.09
C 2.0561 -0.0532 1.4523  -0.03
C 2.2454 -0.4987 -0.8908  -0.06
C 1.5752 -0.7353 0.3010  -0.24
C 0.3878 -1.5545 0.3023  0.15
C -0.8463 -1.8314 0.1390  -0.21
C -1.6199 -0.5038 0.5576  -0.39
C -1.5042 0.5309 -0.3202  -0.19
C -1.8561 -2.8988 -0.0450  -0.01
C -0.6767 0.6068 -1.5780  -0.01
C -2.5084 2.0959 1.2177  -0.11
O -2.1913 -0.5939 1.6349  0.05
O -2.3332 1.6248 -0.0693  -0.07
H 4.8538 1.4967 0.2001  0.10
H 3.4549 1.2002 2.3454  0.10
H 4.0815 0.2763 -1.7760  0.10
H 1.3875 -0.0947 2.3056  0.12
H 1.9434 -0.8719 -1.8601  0.11
H -2.2409 -2.8135 -0.9932  0.06
H -2.5912 -2.7967 0.6428  0.04
H -1.3611 -3.9242 0.2466  0.14
H -0.4726 -0.4844 -1.9614  0.12
H 0.3703 1.1078 -1.4687  0.11
H -1.1339 1.2537 -2.2946  0.07
H -2.3301 1.3054 2.0910  0.13
H -3.5030 2.3891 1.3456  0.06
H -1.8865 2.9935 1.4140  0.10

Cartesian forces (eV/Å) of the 2 atoms listed first:
C -1.1685 -1.1236 0.7604
C -0.4569 0.6696 -0.2996

Entry 5:
Here is a 12-piece molecular cluster, C24H48Cl24 overall from the OMol25 dataset. Energies are from ωB97M-V/def2-TZVPD.

The LUMO energy comes out at 0.07 eV. Its SMILES is ClCCCl.ClCCCl.ClCCCl.ClCCCl.ClCCCl.ClCCCl.ClCCCl.ClCCCl.ClCCCl.ClCCCl.ClCCCl.ClCCCl. As for the spin multiplicity: 1. Its HOMO energy is -0.390 Eh. As for the max |F|: 1.89 eV/A. The relative energy (zero: lowest compared OMol25 entry of this formula, charge and spin) comes out at 30.5 kcal/mol.

Last column: Löwdin charge in e.
Positions of all 96 atoms, in Å:
Cl -1.8265 3.3716 2.1533  0.54
C -2.9022 2.6410 0.9086  -0.62
C -3.8204 3.6802 0.2683  -0.66
Cl -5.0783 4.4423 1.2964  0.54
H -3.4127 1.8449 1.4505  0.05
H -2.2709 2.2408 0.1153  0.03
H -4.3771 3.1570 -0.5092  0.02
H -3.2250 4.3941 -0.3008  0.03
Cl -5.9685 0.9848 -1.5222  0.59
C -6.3348 -0.7339 -1.5939  -0.70
C -6.1916 -1.2638 -3.0287  -0.66
Cl -7.1243 -2.7632 -3.1649  0.56
H -7.3082 -0.9863 -1.1731  0.06
H -5.5830 -1.2794 -1.0236  0.02
H -5.1623 -1.6069 -3.1332  0.05
H -6.4662 -0.5988 -3.8475  0.07
Cl 3.3947 -3.7540 3.3153  0.60
C 2.7781 -4.2366 1.7501  -0.69
C 1.6249 -3.4026 1.2231  -0.64
Cl 0.1936 -3.8257 2.1647  0.59
H 2.5959 -5.3102 1.7013  0.08
H 3.6515 -4.1164 1.1092  0.04
H 1.3928 -3.6552 0.1885  0.06
H 1.7003 -2.3352 1.4305  0.02
Cl -1.5046 -0.5388 0.9891  0.63
C -0.3596 -0.0745 -0.3046  -0.62
C 1.0129 0.3606 0.3626  -0.65
Cl 1.0757 2.0602 0.8394  0.61
H -0.8701 0.6180 -0.9739  -0.02
H -0.2658 -0.9759 -0.9102  0.00
H 1.9316 0.1362 -0.1794  -0.03
H 1.1456 -0.1981 1.2890  -0.01
Cl -2.6268 0.3136 4.6205  0.55
C -0.8628 0.4888 4.2842  -0.70
C -0.1187 -0.7833 4.5189  -0.66
Cl 1.5642 -0.6165 3.9825  0.62
H -0.4865 1.2501 4.9675  0.05
H -0.6829 0.9602 3.3181  0.00
H -0.5850 -1.6455 4.0422  0.03
H -0.1400 -1.0316 5.5801  0.08
Cl 2.0150 5.0350 6.7134  0.52
C 1.6736 3.5646 5.7099  -0.62
C 1.5860 3.9733 4.2457  -0.71
Cl 3.1491 4.2728 3.5214  0.55
H 0.6703 3.2767 6.0239  0.06
H 2.4506 2.8225 5.8934  0.07
H 0.9603 4.8394 4.0300  0.07
H 1.2299 3.1152 3.6756  0.02
Cl 1.7052 -2.1137 -2.7469  0.57
C 0.6059 -3.3406 -3.3342  -0.72
C 1.1376 -4.7225 -3.3258  -0.65
Cl 2.6346 -4.8760 -4.2859  0.55
H 0.2563 -3.1062 -4.3397  0.07
H -0.3378 -3.1738 -2.8149  0.06
H 0.4105 -5.4381 -3.7098  0.08
H 1.4601 -5.0446 -2.3357  0.06
Cl -1.8479 -0.5302 -3.1542  0.62
C -1.6671 0.5690 -4.5635  -0.61
C -1.3933 -0.2914 -5.8103  -0.63
Cl -1.2839 0.7505 -7.2935  0.53
H -0.8140 1.2435 -4.4906  0.05
H -2.5340 1.2297 -4.5537  0.07
H -2.1732 -1.0073 -6.0697  0.06
H -0.4503 -0.8280 -5.7060  0.06
Cl 4.4246 -1.4200 0.0647  0.60
C 4.9226 -0.8744 1.6857  -0.65
C 4.2644 0.4370 1.9610  -0.70
Cl 4.7318 0.9613 3.5899  0.57
H 6.0103 -0.8604 1.7551  0.08
H 4.6136 -1.5752 2.4613  0.01
H 3.1804 0.3772 1.8632  0.00
H 4.5822 1.2039 1.2546  0.08
Cl -2.7364 -5.8269 1.2914  0.51
C -3.3693 -4.4578 2.2634  -0.65
C -3.7802 -3.2380 1.4057  -0.69
Cl -5.2168 -3.6117 0.4648  0.59
H -2.5866 -4.1871 2.9720  0.04
H -4.2499 -4.8391 2.7803  0.06
H -2.9764 -2.9460 0.7299  0.02
H -4.0092 -2.3829 2.0417  0.07
Cl -0.0628 3.1298 -2.0580  0.58
C 0.9512 4.4768 -1.6797  -0.70
C 0.5460 5.2990 -0.4353  -0.62
Cl -1.0328 6.1215 -0.7050  0.56
H 0.9629 5.0938 -2.5783  0.07
H 1.9477 4.0502 -1.5657  0.05
H 1.3656 5.9944 -0.2541  0.08
H 0.4802 4.6058 0.4033  0.00
Cl 3.0041 1.1005 -2.2931  0.60
C 4.4400 1.4700 -3.2305  -0.66
C 5.3429 0.2770 -3.4888  -0.59
Cl 6.5465 0.4885 -4.8792  0.49
H 4.9901 2.2562 -2.7135  0.08
H 4.0331 1.9267 -4.1327  0.07
H 4.7734 -0.5788 -3.8514  0.05
H 5.9557 0.0964 -2.6057  0.06

Cartesian forces (eV/Å) of the 2 atoms listed first:
Cl -0.0255 0.1383 -0.0973
C -0.3825 0.6491 0.4420

Entry 6:
Here is C6H9ClNO as an isolated structure from the OMol25 dataset. Energies are from ωB97M-V/def2-TZVPD.

The LUMO energy comes out at -3.59 eV. Its charge is +1. As for the spin multiplicity: 1. Its HOMO energy is -0.467 Eh. As for the max |F|: 5.12 eV/A. The relative energy (zero: lowest compared OMol25 entry of this formula, charge and spin) comes out at 58.0 kcal/mol.

Last column: Löwdin charge in e.
Positions of all 18 atoms, in Å:
C -2.2916 -0.6185 -0.5242  -0.07
C -1.9191 -1.5805 0.4476  -0.14
C -1.2808 0.2561 -0.8433  -0.08
C -0.6513 -1.6045 0.8586  0.11
C 0.0309 -0.1546 -0.1689  -0.08
C 0.9239 1.2661 -0.1269  -0.40
N 0.3440 2.3878 0.0465  0.24
O 2.1563 1.2870 -0.3150  0.06
Cl 3.1058 -0.8437 1.2714  0.57
H -3.2665 -0.5277 -0.9258  0.11
H -2.6542 -2.3669 0.6236  0.13
H -1.3586 1.0983 -1.5235  0.11
H 0.1375 -2.0954 1.4477  0.08
H 0.7336 -0.7520 -0.8065  0.12
H 3.1450 -1.8118 0.3875  -0.10
H -0.6923 2.6063 -0.0246  0.18
H 0.8442 3.1857 0.2414  0.12
H 2.6931 0.2680 -0.0655  0.06

Cartesian forces (eV/Å) of the 2 atoms listed first:
C 1.9167 3.0705 -0.7987
C 0.5169 -2.2555 0.5144

Entry 7:
Here is one molecule with the formula C7H5NS from the OMol25 dataset. Energies are from ωB97M-V/def2-TZVPD.

The LUMO energy comes out at 0.74 eV. Its SMILES is c1ccc2scnc2c1. As for the spin multiplicity: 1. Its HOMO energy is -0.323 Eh. As for the max |F|: 2.94 eV/A. The relative energy (zero: lowest compared OMol25 entry of this formula, charge and spin) comes out at 0.0 kcal/mol.

Last column: Löwdin charge in e.
Positions of all 14 atoms, in Å:
C -0.0442 0.0562 1.9385  -0.07
C -0.4906 1.2944 1.4260  -0.10
C -0.6429 1.5080 0.0612  -0.10
C -0.2411 0.5020 -0.7882  -0.45
S -0.2419 0.3616 -2.5396  1.04
C 0.4359 -1.1512 -2.4325  -0.54
N 0.7281 -1.6326 -1.2703  0.04
C 0.4012 -0.6910 -0.3272  -0.34
C 0.4263 -0.9826 1.0551  0.00
H -0.0184 -0.1390 3.0353  0.11
H -0.8029 2.0635 2.1227  0.10
H -1.0243 2.4475 -0.3069  0.11
H 0.5963 -1.7323 -3.3836  0.10
H 0.9185 -1.9044 1.4095  0.11

Cartesian forces (eV/Å) of the 2 atoms listed first:
C 0.8896 -1.4363 -0.6517
C -0.3027 -0.7694 0.2666

Entry 8:
Here is one molecule with the formula C3H8N2O2S from the OMol25 dataset. Energies are from ωB97M-V/def2-TZVPD.

The LUMO energy comes out at 0.33 eV. Its SMILES is CO/N=C(/CS)NO. As for the spin multiplicity: 1. Its HOMO energy is -0.326 Eh. As for the max |F|: 6.39 eV/A. The relative energy (zero: lowest compared OMol25 entry of this formula, charge and spin) comes out at 144.9 kcal/mol.

Last column: Löwdin charge in e.
Positions of all 16 atoms, in Å:
C -2.8405 -0.7367 -0.5518  -0.13
O -1.7386 -0.1345 -0.0777  -0.28
N -0.6968 -0.9030 0.3070  0.11
C 0.3167 -0.1331 0.3689  -0.41
C 1.6580 -0.5466 0.6429  -0.51
S 3.0853 -0.8867 -0.4456  0.69
N 0.1262 1.2560 0.1905  -0.05
O 1.1902 1.9033 -0.4136  -0.13
H -3.4197 0.3533 -0.4318  0.17
H -3.1144 -1.3919 0.2826  0.07
H -2.8808 -1.3922 -1.4611  0.09
H 1.9949 0.2328 1.3776  0.08
H 1.8819 -1.6941 1.0109  0.11
H 3.3815 0.3339 -0.9809  -0.15
H -0.6688 1.4324 -0.3755  0.11
H 1.7250 2.3071 0.5575  0.24

Cartesian forces (eV/Å) of the 2 atoms listed first:
C -3.5922 1.1094 1.7263
O 2.1416 2.1009 -0.3150